Molecular formula: C47H39Cl5N5O4PZr
Method: DFT, wB97M-V/def2-TZVPD

Properties
E_LUMO: -0.46 eV
ΔE to the lowest compared entry with this formula, charge and spin: 8.8 kcal per mole
E_HOMO: -7.779 eV
Charge: 0

Positions of all 102 atoms, in Å:
Zr -0.029 -0.505 -0.318
C 2.183 -0.410 3.498
C 1.062 -0.533 4.493
C 1.268 -0.084 5.793
C 0.311 -0.253 6.781
C -0.875 -0.900 6.477
C -1.104 -1.340 5.182
C -0.162 -1.145 4.172
P -0.476 -1.662 2.432
C -2.133 -2.484 2.528
C -2.231 -3.869 2.399
C -3.452 -4.524 2.459
C -4.614 -3.793 2.642
C -4.537 -2.413 2.727
C -3.319 -1.737 2.653
C -3.343 -0.235 2.669
C 0.681 -3.055 2.261
C 0.729 -4.061 3.230
C 1.520 -5.179 3.050
C 2.267 -5.295 1.881
C 2.262 -4.276 0.947
C 1.500 -3.114 1.127
C 1.668 -1.948 0.204
H 2.884 0.369 3.798
H 1.819 -0.174 2.500
H 2.730 -1.353 3.423
H 2.207 0.403 6.033
H 0.499 0.108 7.784
H -1.625 -1.061 7.241
H -2.031 -1.850 4.961
H -1.338 -4.455 2.240
H -3.486 -5.601 2.364
H -5.573 -4.290 2.709
H -5.443 -1.831 2.853
H -4.323 0.127 2.981
H -3.148 0.154 1.668
H -2.599 0.190 3.341
H 0.121 -3.968 4.123
H 1.546 -5.958 3.802
H 2.876 -6.175 1.713
H 2.885 -4.353 0.064
H 2.100 -2.283 -0.744
H 2.429 -1.303 0.661
Cl 3.188 0.792 -1.128
C 2.543 1.552 0.306
C 1.238 1.245 0.654
C 0.704 2.021 1.668
Cl -1.005 1.832 1.952
C 1.426 2.946 2.411
Cl 0.694 3.819 3.698
C 2.766 3.147 2.086
Cl 3.711 4.266 2.988
C 3.325 2.468 1.002
Cl 4.956 2.777 0.547
C -5.584 -0.028 -1.188
C -4.152 0.025 -0.735
N -3.533 1.104 -0.449
O -4.218 2.283 -0.600
C -3.370 -1.239 -0.608
C -4.008 -2.572 -0.810
N -2.132 -1.120 -0.323
O -1.342 -2.197 -0.205
H -6.221 0.598 -0.558
H -5.975 -1.038 -1.133
H -5.686 0.310 -2.224
H -5.093 2.112 -0.983
H -4.785 -2.748 -0.064
H -3.254 -3.347 -0.714
H -4.463 -2.631 -1.801
C 6.033 3.162 -2.966
O 5.156 4.196 -3.381
C 4.132 3.853 -4.198
C 3.872 2.555 -4.624
C 2.788 2.303 -5.454
C 1.970 3.340 -5.875
C 2.271 4.646 -5.495
C 3.324 4.901 -4.642
N 0.879 3.175 -6.796
N 0.034 2.281 -6.658
C 0.062 1.412 -5.512
C 0.201 0.066 -5.704
C 0.259 -0.839 -4.625
C 0.133 -0.382 -3.336
O 0.168 -1.143 -2.257
C -0.111 1.006 -3.133
N -0.312 1.371 -1.837
C -0.593 2.629 -1.575
C -0.680 3.607 -2.577
C -0.460 3.258 -3.881
C -0.157 1.917 -4.201
H 6.768 3.635 -2.321
H 6.539 2.710 -3.823
H 5.500 2.393 -2.403
H 4.498 1.731 -4.316
H 2.597 1.289 -5.775
H 1.661 5.456 -5.875
H 3.557 5.908 -4.321
H 0.308 -0.302 -6.718
H 0.404 -1.897 -4.799
H -0.776 2.886 -0.540
H -0.927 4.623 -2.302
H -0.533 3.997 -4.667



Molecular formula: C47H40AsBrN3O9PbSSi
Method: DFT, wB97M-V/def2-TZVPD

Properties
E_LUMO (spin up / spin down): 0.86 / 0.85 eV
ΔE to the lowest compared entry with this formula, charge and spin: 15.2 kcal per mole
E_HOMO (spin up / spin down): -4.706 / -4.716 eV
Charge: -1

Positions of all 104 atoms, in Å:
Pb 0.133 -0.829 0.378
C 4.917 -1.027 -1.835
C 3.497 -1.385 -1.519
N 2.838 -0.535 -0.568
C 3.447 0.454 0.007
C 4.868 0.710 -0.148
C 5.557 -0.079 -1.154
C 5.486 1.663 0.607
C 4.750 2.428 1.543
C 3.384 2.325 1.614
C 2.660 1.427 0.788
N 1.342 1.416 0.524
C 0.443 2.412 0.548
C 0.576 3.682 1.169
C -0.298 4.704 0.921
C -1.347 4.545 -0.008
C -1.553 3.350 -0.635
C -2.568 3.177 -1.655
C -2.744 2.002 -2.244
C -1.974 0.787 -1.841
N -0.943 1.017 -0.844
C -0.729 2.200 -0.324
H 5.403 -1.596 -2.618
H 3.472 -2.408 -1.125
H 6.598 0.150 -1.358
H 6.552 1.826 0.494
H 5.270 3.118 2.196
H 2.863 2.921 2.345
H 1.378 3.863 1.862
H -0.170 5.653 1.425
H -1.998 5.382 -0.237
H -3.168 4.039 -1.927
H -3.494 1.853 -3.010
H -2.673 0.059 -1.421
O -1.375 -1.457 -4.837
As -0.426 -1.213 -3.350
O 1.138 -0.843 -4.254
O -1.476 0.241 -3.081
C -0.072 -3.148 -3.243
C 0.791 -3.697 -4.187
C 1.010 -5.064 -4.209
C 0.371 -5.900 -3.298
C -0.489 -5.361 -2.359
C -0.700 -3.989 -2.346
S -1.772 -3.274 -1.140
O -3.105 -3.766 -1.362
O -1.612 -1.824 -1.493
O -1.203 -3.538 0.167
H -1.986 -0.714 -4.909
H 1.297 -3.049 -4.888
H 1.687 -5.482 -4.944
H 0.548 -6.968 -3.322
H -0.997 -5.986 -1.635
C -2.816 -2.720 3.297
C -3.179 -1.314 3.784
C -2.246 -0.945 4.945
C -4.628 -1.307 4.280
Si -2.896 -0.031 2.403
O -1.418 -0.180 1.812
C -3.140 1.690 3.162
C -4.372 2.176 3.612
C -4.487 3.433 4.191
C -3.363 4.237 4.333
C -2.132 3.777 3.891
C -2.026 2.517 3.313
C -4.159 -0.225 1.000
C -4.341 -1.441 0.332
C -5.138 -1.541 -0.798
C -5.797 -0.419 -1.284
C -5.630 0.802 -0.646
C -4.810 0.897 0.472
H -2.811 -3.416 4.146
H -1.832 -2.750 2.827
H -3.535 -3.104 2.571
H -2.341 -1.683 5.752
H -2.480 0.039 5.359
H -1.201 -0.935 4.621
H -4.762 -2.052 5.074
H -5.326 -1.549 3.474
H -4.909 -0.335 4.694
H -5.264 1.570 3.492
H -5.454 3.788 4.528
H -3.450 5.219 4.784
H -1.251 4.400 3.990
H -1.063 2.161 2.963
H -3.817 -2.329 0.666
H -5.222 -2.492 -1.310
H -6.423 -0.493 -2.166
H -6.120 1.688 -1.032
H -4.665 1.869 0.932
Br 4.257 -0.288 -5.261
C 3.569 1.071 -4.124
C 4.160 2.321 -4.231
C 3.682 3.377 -3.469
C 2.599 3.184 -2.629
C 2.016 1.932 -2.536
C 2.505 0.847 -3.249
C 1.834 -0.512 -3.083
O 2.732 -1.528 -2.753
O 0.776 -0.488 -2.160
H 4.988 2.458 -4.912
H 4.153 4.349 -3.549
H 2.202 4.003 -2.039
H 1.171 1.759 -1.891



Molecular formula: C47H40Cl2FN4O7Rb
Method: DFT, wB97M-V/def2-TZVPD

Properties
E_LUMO: 3.83 eV
ΔE to the lowest compared entry with this formula, charge and spin: 9.6 kcal per mole
E_HOMO: -3.007 eV
Charge: -2

Positions of all 102 atoms, in Å:
Rb -0.555 0.671 -0.606
N 0.983 -3.441 -2.159
C 2.136 -3.866 -1.561
C 2.857 -4.962 -1.995
C 4.000 -5.401 -1.301
C 4.440 -4.762 -0.175
C 3.742 -3.620 0.291
C 4.143 -2.874 1.425
C 3.438 -1.769 1.789
C 2.306 -1.392 1.029
N 1.902 -2.060 -0.023
C 2.599 -3.163 -0.397
H 0.900 -3.560 -3.154
H 0.618 -2.553 -1.831
H 2.519 -5.501 -2.872
H 4.532 -6.270 -1.672
H 5.315 -5.106 0.364
H 5.007 -3.203 1.993
H 3.701 -1.186 2.661
H 1.712 -0.540 1.351
C -3.773 7.740 1.481
C -3.705 6.771 2.658
C -3.174 7.507 3.882
C -2.948 6.561 5.048
C -1.996 5.476 4.628
C -1.136 4.873 5.522
C -0.306 3.840 5.106
F 0.506 3.277 6.035
C -0.295 3.392 3.815
C -1.138 4.021 2.892
C -1.127 3.539 1.493
O -0.189 2.881 1.064
C -2.300 3.918 0.721
C -3.048 4.945 1.155
N -2.863 5.613 2.351
C -1.999 5.052 3.289
C -2.657 3.181 -0.577
O -2.575 3.827 -1.631
O -2.991 1.982 -0.399
H -4.357 8.616 1.772
H -4.235 7.307 0.598
H -2.766 8.064 1.210
H -4.723 6.421 2.885
H -3.885 8.294 4.141
H -2.227 7.989 3.617
H -3.906 6.126 5.355
H -2.548 7.097 5.912
H -1.117 5.181 6.561
H 0.288 2.539 3.482
H -3.863 5.303 0.542
Cl -3.701 -0.633 -2.000
C -4.179 -2.033 -2.884
C -5.213 -2.814 -2.392
C -5.652 -3.913 -3.112
C -5.065 -4.231 -4.326
C -4.026 -3.445 -4.799
Cl -3.308 -3.856 -6.327
C -3.541 -2.340 -4.098
N -2.452 -1.597 -4.583
C -2.689 -0.376 -5.220
C -3.963 0.005 -5.636
C -4.174 1.230 -6.253
C -3.115 2.095 -6.462
C -1.841 1.705 -6.064
C -1.596 0.482 -5.461
C -0.178 0.082 -5.123
C 0.134 -0.017 -3.617
O 0.837 0.866 -3.109
O -0.353 -1.021 -3.000
H -5.667 -2.547 -1.448
H -6.459 -4.524 -2.727
H -5.397 -5.081 -4.905
H -1.652 -1.532 -3.916
H -4.803 -0.654 -5.451
H -5.178 1.510 -6.548
H -3.274 3.066 -6.913
H -1.003 2.375 -6.220
H 0.507 0.811 -5.553
H 0.027 -0.901 -5.563
C 2.516 -5.452 3.867
C 1.790 -4.131 3.877
C 2.145 -3.120 4.759
C 1.516 -1.878 4.734
C 1.935 -0.785 5.682
C 0.511 -1.638 3.797
C 0.123 -2.653 2.917
C -0.940 -2.388 1.886
C 0.765 -3.886 2.971
C -0.116 -0.246 3.689
O -0.806 0.129 4.654
O 0.160 0.382 2.634
H 3.310 -5.469 4.615
H 2.969 -5.636 2.889
H 1.838 -6.284 4.075
H 2.946 -3.293 5.474
H 2.744 -1.119 6.335
H 1.088 -0.458 6.285
H 2.271 0.097 5.129
H -1.840 -1.973 2.344
H -1.196 -3.293 1.334
H -0.571 -1.640 1.186
H 0.480 -4.660 2.264



Molecular formula: C47H40Cl5N11OS2Sc
Method: DFT, wB97M-V/def2-TZVPD

Properties
E_LUMO: -1.85 eV
ΔE to the lowest compared entry with this formula, charge and spin: 21.2 kcal per mole
E_HOMO: -8.286 eV
Charge: +1

Positions of all 107 atoms, in Å:
Sc 1.237 -0.323 -1.278
C 4.043 1.542 -1.126
N 3.739 0.123 -0.965
C 4.366 -0.557 0.158
C 3.323 -1.077 1.097
N 2.054 -1.184 0.790
C 1.450 -1.805 1.896
C 0.136 -2.221 2.103
C -0.163 -2.813 3.313
C 0.812 -3.003 4.303
C 2.124 -2.621 4.102
C 2.414 -2.030 2.878
N 3.601 -1.552 2.332
C 2.838 2.407 -0.931
N 1.608 1.976 -0.884
C 0.811 3.123 -0.766
C -0.573 3.278 -0.745
C -1.078 4.559 -0.647
C -0.235 5.679 -0.578
C 1.138 5.544 -0.628
C 1.631 4.249 -0.734
N 2.924 3.755 -0.833
H 4.431 1.723 -2.132
H 4.818 1.857 -0.423
H 3.934 -0.357 -1.836
H 5.051 0.096 0.704
H 4.957 -1.406 -0.196
H -0.619 -2.094 1.340
H -1.176 -3.139 3.504
H 0.531 -3.471 5.239
H 2.888 -2.784 4.852
H 4.508 -1.566 2.767
H -1.229 2.425 -0.846
H -2.151 4.709 -0.635
H -0.670 6.667 -0.502
H 1.793 6.405 -0.604
H 3.767 4.299 -0.901
C -1.590 -0.315 -5.242
N -0.437 -1.184 -5.066
C 0.496 -1.485 -6.045
C 1.414 -2.284 -5.492
N 1.043 -2.470 -4.160
C -0.100 -1.762 -3.902
S -0.997 -1.663 -2.469
C 1.802 -3.208 -3.229
C 2.548 -4.287 -3.692
C 3.261 -5.038 -2.784
C 3.170 -4.720 -1.437
C 2.399 -3.633 -1.080
N 1.752 -2.847 -1.955
H -1.761 -0.188 -6.308
H -1.402 0.652 -4.780
H -2.461 -0.771 -4.781
H 0.437 -1.081 -7.040
H 2.327 -2.672 -5.902
H 2.548 -4.544 -4.741
H 3.855 -5.879 -3.120
H 3.670 -5.308 -0.680
H 2.277 -3.377 -0.038
Cl 4.323 -1.274 -4.094
C 3.564 0.196 -4.709
C 4.149 0.769 -5.822
C 3.590 1.896 -6.400
C 2.440 2.429 -5.830
C 1.870 1.844 -4.720
Cl 0.420 2.578 -4.082
C 2.363 0.655 -4.073
N 1.765 0.061 -3.045
H 5.044 0.324 -6.239
H 4.036 2.348 -7.275
H 1.978 3.311 -6.255
Cl -3.054 4.641 6.844
C -3.492 3.521 5.601
C -3.077 2.201 5.680
C -3.427 1.322 4.669
C -4.181 1.728 3.571
C -4.539 0.733 2.476
C -3.884 0.967 1.120
N -2.435 0.764 1.078
C -1.459 1.235 1.931
C -0.275 0.890 1.368
N -0.496 0.215 0.187
C -1.808 0.169 0.047
O -4.230 -0.587 2.856
C -5.234 -1.171 3.692
C -4.654 -2.328 4.438
C -4.259 -3.493 3.853
Cl -4.373 -3.887 2.188
S -3.632 -4.622 4.980
C -3.878 -3.526 6.273
C -4.425 -2.359 5.846
C -4.608 3.052 3.544
Cl -5.638 3.627 2.264
C -4.265 3.954 4.539
H -2.487 1.868 6.524
H -3.089 0.294 4.711
H -5.615 0.827 2.285
H -4.121 1.965 0.757
H -4.319 0.240 0.438
H -1.677 1.771 2.836
H 0.718 1.085 1.737
H -2.335 -0.283 -0.779
H -6.073 -1.493 3.069
H -5.603 -0.428 4.405
H -3.618 -3.815 7.280
H -4.676 -1.539 6.508
H -4.609 4.978 4.488